Computed, not measured: a molecular structure, C25H19NO3SSbTl, with the ωB97M-V functional and the def2-TZVPD basis.

```
51
C25H19NO3SSbTl the ωB97M-V functional and the def2-TZVPD basis
Tl 0.15 -0.51 -1.20
C -6.23 4.99 0.14
C -5.62 4.84 -1.09
C -4.53 4.00 -1.23
C -4.04 3.31 -0.13
C -4.66 3.46 1.10
C -5.75 4.30 1.24
Sb -2.33 1.95 -0.20
C -0.98 3.41 -1.09
C -1.02 3.91 -2.38
C -0.17 4.94 -2.76
C 0.73 5.47 -1.85
C 0.79 4.96 -0.56
C -0.06 3.94 -0.19
C -3.14 0.74 -1.82
C -3.29 1.10 -3.15
C -3.94 0.27 -4.04
C -4.45 -0.95 -3.62
C -4.29 -1.33 -2.30
C -3.63 -0.50 -1.41
H -7.08 5.65 0.25
H -6.00 5.38 -1.95
H -4.06 3.90 -2.20
H -4.29 2.92 1.97
H -6.23 4.41 2.21
H -1.71 3.52 -3.10
H -0.21 5.33 -3.76
H 1.38 6.28 -2.14
H 1.49 5.37 0.15
H -0.02 3.55 0.82
H -2.92 2.05 -3.51
H -4.06 0.57 -5.07
H -4.97 -1.59 -4.31
H -4.68 -2.28 -1.96
H -3.52 -0.80 -0.38
O 4.53 -3.80 2.86
S 4.64 -2.62 2.05
O 5.94 -2.29 1.56
N 3.52 -2.64 0.82
C 2.64 -1.71 0.97
O 1.66 -1.48 0.19
C 2.83 -0.83 2.16
C 2.05 0.25 2.54
C 2.39 0.93 3.69
C 3.49 0.54 4.45
C 4.28 -0.53 4.06
C 3.93 -1.20 2.91
H 1.20 0.54 1.94
H 1.80 1.78 4.01
H 3.74 1.09 5.35
H 5.14 -0.84 4.64
```

Its frontier orbital gap is 8.04 eV. Its HOMO energy is -8.97 eV. Its largest force on an atom is 0.935 eV/Å.

Computed, not measured: a molecular structure, C25H20AlN2O4S2, with the ωB97M-V functional and the def2-TZVPD basis.

```
54
C25H20AlN2O4S2 the ωB97M-V functional and the def2-TZVPD basis
Al 0.25 0.28 0.69
C -4.04 7.18 0.34
C -2.94 6.25 -0.10
C -3.13 4.87 -0.13
C -2.11 4.01 -0.50
C -0.88 4.54 -0.85
C -0.66 5.90 -0.84
C -1.69 6.76 -0.46
S 0.43 3.43 -1.34
O 1.62 4.25 -1.45
O -0.02 2.70 -2.49
N 0.54 2.39 -0.13
C 0.98 2.76 1.09
C 1.44 3.99 1.59
C 1.79 4.05 2.92
C 1.69 2.93 3.76
C 1.24 1.76 3.20
N 0.90 1.69 1.91
H -5.02 6.74 0.15
H -3.99 8.13 -0.18
H -3.97 7.38 1.41
H -4.10 4.46 0.15
H -2.27 2.94 -0.51
H 0.31 6.29 -1.12
H -1.53 7.83 -0.46
H 1.54 4.84 0.94
H 2.15 4.99 3.33
H 1.97 2.98 4.80
H 1.13 0.83 3.76
O -0.57 -2.52 3.38
C -0.84 -1.76 2.47
O -0.03 -0.83 2.08
C -2.19 -1.88 1.79
C -3.01 -2.90 2.28
C -4.28 -3.14 1.79
C -4.76 -2.33 0.77
C -3.97 -1.32 0.27
C -2.68 -1.06 0.75
S -1.87 0.29 -0.06
H -2.59 -3.51 3.08
H -4.88 -3.94 2.20
H -5.75 -2.49 0.37
H -4.34 -0.69 -0.53
C 3.73 -1.99 -1.72
C 3.61 -0.61 -1.85
C 2.61 0.08 -1.18
C 1.70 -0.58 -0.34
C 1.85 -1.96 -0.21
C 2.84 -2.67 -0.89
H 4.51 -2.53 -2.24
H 4.30 -0.07 -2.50
H 2.53 1.15 -1.32
H 1.19 -2.52 0.44
H 2.92 -3.74 -0.77
```

Its frontier orbital gap is 7.58 eV. Its HOMO energy is -5.07 eV. Its largest force on an atom is 0.088 eV/Å. As for the net charge: -1.

Which value of frontier orbital gap does entry 1 give? 8.04 eV

Which of these has the lowest frontier orbital gap? C25H20AlN2O4S2

Which of these has the highest frontier orbital gap? C25H19NO3SSbTl

Look up the frontier orbital gap of the first one. 8.04 eV